# 1
{"formula": "C22H78N6O17", "method": "ωB97M-V/def2-TZVPD", "symbols": ["C", "C", "O", "H", "H", "H", "H", "H", "H", "C", "C", "O", "H", "H", "H", "H", "H", "H", "C", "C", "O", "H", "H", "H", "H", "H", "H", "C", "C", "O", "H", "H", "H", "H", "H", "H", "C", "C", "O", "H", "H", "H", "H", "H", "H", "C", "O", "N", "N", "H", "H", "H", "H", "C", "O", "N", "N", "H", "H", "H", "H", "C", "O", "N", "N", "H", "H", "H", "H", "C", "O", "H", "H", "H", "H", "C", "O", "H", "H", "H", "H", "C", "O", "H", "H", "H", "H", "C", "O", "H", "H", "H", "H", "C", "O", "H", "H", "H", "H", "C", "O", "H", "H", "H", "H", "C", "O", "H", "H", "H", "H", "C", "O", "H", "H", "H", "H", "C", "O", "H", "H", "H", "H"], "coordinates": [[3.0915, -1.2204, -2.4037], [3.1995, -1.5404, -3.8307], [2.9665, -2.9074, -4.1027], [2.4615, -1.7414, -1.7427], [2.7305, -0.1394, -2.3717], [4.0595, -1.4424, -1.8507], [4.1995, -1.2924, -4.1857], [2.3475, -1.0444, -4.3907], [3.7325, -3.3574, -3.8617], [-0.6505, -2.9984, -1.9917], [0.0125, -3.9674, -2.8767], [-0.7455, -5.1624, -3.0527], [-0.6975, -3.3864, -0.9127], [-1.6955, -2.9214, -2.2987], [-0.2155, -2.0144, -1.9907], [1.1065, -4.1614, -2.6877], [-0.0515, -3.5384, -3.8847], [-1.1705, -5.1104, -3.9187], [0.4865, 2.6976, 3.0353], [0.5745, 3.4016, 4.3863], [0.1235, 2.4756, 5.3673], [0.6635, 1.6116, 3.1673], [1.2475, 2.9806, 2.2783], [-0.5545, 2.7026, 2.5723], [0.0295, 4.3226, 4.4013], [1.6115, 3.6336, 4.6653], [0.0885, 2.8466, 6.2573], [-3.7895, -1.2144, -2.0147], [-4.3905, -2.6074, -2.4097], [-5.5455, -2.5224, -3.3067], [-4.5165, -0.5444, -1.5107], [-3.3705, -0.7874, -2.8497], [-2.8945, -1.2704, -1.4417], [-4.7135, -3.0164, -1.4597], [-3.6225, -3.2424, -2.6477], [-6.4075, -2.3544, -2.8497], [-0.0415, 0.3066, -0.8337], [0.4995, -0.0294, 0.5953], [1.7675, 0.5686, 0.6633], [-1.0275, -0.0164, -1.0867], [0.6685, -0.1494, -1.4437], [-0.0145, 1.3436, -1.0207], [0.6165, -1.0584, 0.7113], [-0.1495, 0.3586, 1.4263], [2.2865, -0.2004, 0.9373], [1.3775, -4.1674, 1.8813], [0.9155, -3.7604, 0.7433], [0.6925, -4.9234, 2.7223], [2.4895, -3.7414, 2.4743], [-0.2895, -5.2154, 2.4763], [0.9675, -5.2974, 3.6343], [3.0655, -3.0734, 1.9213], [2.8075, -4.0744, 3.3973], [3.6465, 3.0956, -0.5967], [4.2225, 1.9066, -0.8677], [4.1425, 4.2126, -0.9747], [2.4775, 3.1516, -0.0217], [5.0445, 4.2206, -1.3947], [3.5835, 5.0506, -1.0647], [2.0075, 2.2256, 0.1263], [1.9925, 4.0066, 0.2593], [-4.1675, 1.0366, 0.7103], [-2.8455, 1.0896, 0.7353], [-4.9195, 0.0166, 0.9943], [-4.8665, 2.0706, 0.3573], [-4.3085, -0.7104, 0.6983], [-5.8325, 0.0006, 0.5093], [-4.2885, 2.9686, 0.3283], [-5.7135, 2.3656, 0.8343], [4.8565, -1.3744, 1.5063], [4.3015, -2.4184, 0.7703], [4.2105, -1.1924, 2.4163], [4.7965, -0.4584, 0.8983], [5.8805, -1.5814, 1.7163], [4.9215, -2.6254, 0.0723], [1.6445, 2.1626, -3.4287], [0.8905, 2.8376, -2.5227], [1.8275, 2.7276, -4.4317], [1.1285, 1.2996, -3.6687], [2.6295, 1.9076, -3.0877], [1.3985, 2.8586, -1.7207], [-1.0995, -0.1794, -4.2847], [-0.3405, 0.3596, -5.4067], [-2.1615, 0.2176, -4.3267], [-0.6315, 0.0856, -3.3277], [-1.1915, -1.2294, -4.2587], [-0.3475, 1.2716, -5.3997], [-2.8655, 2.2356, -2.6757], [-1.7595, 3.1076, -2.8897], [-3.4435, 2.6216, -1.7687], [-2.3965, 1.2596, -2.4377], [-3.4715, 2.1986, -3.5467], [-0.8605, 2.6786, -2.8577], [0.1655, -1.3134, 3.6993], [1.5555, -1.2954, 3.3913], [-0.3905, -2.0064, 3.1033], [-0.3185, -0.3014, 3.7313], [0.0185, -1.8204, 4.6643], [1.8525, -2.2024, 3.3753], [-2.4285, -2.2144, 1.2073], [-3.8345, -2.4954, 1.0433], [-2.2825, -1.2614, 1.7843], [-1.9755, -2.1654, 0.2303], [-1.8755, -2.9804, 1.7113], [-4.1725, -2.8054, 1.8733], [-1.2485, 3.8686, -0.0697], [-1.5515, 4.8136, -0.9787], [-1.1535, 4.5226, 0.8063], [-0.2955, 3.4566, -0.2407], [-1.9975, 3.0776, -0.1357], [-1.5805, 4.3306, -1.8107], [3.9505, 1.5196, 2.8883], [3.7535, 2.2416, 4.0803], [4.8675, 0.9776, 2.7953], [3.6415, 2.0486, 2.0383], [3.2565, 0.7086, 3.0043], [2.9175, 2.0636, 4.4203], [-2.6145, 1.2276, 4.0143], [-2.1655, 0.4606, 5.0913], [-1.9125, 1.1346, 3.1683], [-2.6305, 2.3126, 4.2463], [-3.5985, 1.0066, 3.5823], [-2.3765, -0.4224, 4.8273]], "lowdin_charge": [-0.09, -0.32, -0.06, 0.05, 0.07, 0.09, 0.12, 0.13, 0.05, -0.10, -0.32, -0.08, 0.08, 0.05, 0.05, 0.12, 0.10, 0.08, -0.07, -0.29, -0.08, 0.06, 0.06, 0.08, 0.10, 0.10, 0.09, -0.06, -0.23, -0.09, 0.08, 0.01, 0.03, 0.09, 0.06, 0.10, -0.04, -0.24, -0.09, 0.04, 0.03, 0.04, 0.08, 0.10, 0.08, -0.66, -0.02, 0.14, 0.13, 0.14, 0.12, 0.08, 0.14, -0.68, -0.10, 0.19, 0.14, 0.12, 0.13, 0.09, 0.13, -0.70, -0.06, 0.17, 0.15, 0.04, 0.14, 0.14, 0.12, -0.15, -0.14, 0.09, 0.08, 0.08, 0.09, -0.16, -0.12, 0.13, 0.02, 0.07, 0.03, -0.11, -0.09, 0.09, 0.05, 0.05, 0.02, -0.11, -0.16, 0.09, 0.05, 0.07, 0.07, -0.14, -0.12, 0.04, 0.07, 0.09, 0.01, -0.11, -0.13, 0.08, 0.05, 0.06, 0.08, -0.22, -0.11, 0.10, 0.03, 0.05, 0.01, -0.14, -0.08, 0.07, 0.04, 0.05, 0.01, -0.19, -0.10, 0.04, 0.09, 0.07, 0.06], "orbital_gap_ha": 0.338, "mol_weight_da": 698.9, "homo_ev": -9.0768, "e_above_lowest_kj_mol": 195.7}



# 2
{"formula": "C23H10AuBrCl2F5N3O3S", "method": "ωB97M-V/def2-TZVPD", "symbols": ["Au", "F", "C", "C", "F", "C", "F", "C", "S", "C", "F", "C", "F", "Br", "C", "C", "C", "C", "C", "C", "N", "N", "C", "C", "C", "C", "O", "C", "N", "C", "C", "C", "C", "H", "H", "H", "H", "H", "H", "H", "H", "H", "Cl", "C", "Cl", "C", "O", "O", "H"], "coordinates": [[-1.9954, 1.1589, -0.6088], [-3.0280, 7.0019, 3.2702], [-2.6843, 6.1657, 2.2920], [-2.4531, 4.8357, 2.5599], [-2.5735, 4.3811, 3.8102], [-2.0868, 3.9794, 1.5409], [-1.8664, 2.6988, 1.8878], [-1.9532, 4.3930, 0.2239], [-1.4676, 3.3869, -1.1384], [-2.2025, 5.7431, -0.0069], [-2.0938, 6.2350, -1.2441], [-2.5535, 6.6204, 0.9978], [-2.7787, 7.9068, 0.7237], [1.5719, -5.2861, 3.4302], [2.3746, -4.5274, 1.9056], [3.7159, -4.1753, 1.9468], [4.3058, -3.6238, 0.8245], [3.5498, -3.3965, -0.3233], [2.2035, -3.7747, -0.3568], [1.6158, -4.3416, 0.7583], [4.2306, -2.8348, -1.4182], [3.5877, -2.3599, -2.3930], [2.5204, -1.5940, -2.4416], [1.8098, -1.5845, -3.6998], [0.6174, -0.9922, -3.8313], [-0.0042, -0.2683, -2.7239], [-1.0868, 0.2635, -2.8410], [0.7814, -0.1646, -1.4417], [0.2439, 0.5502, -0.4418], [0.9386, 0.7623, 0.6647], [2.2409, 0.2918, 0.8122], [2.7895, -0.4738, -0.1885], [2.0395, -0.7526, -1.3343], [4.2912, -4.3379, 2.8477], [5.3537, -3.3459, 0.8221], [1.6192, -3.6326, -1.2569], [0.5755, -4.6372, 0.7393], [2.2526, -2.1392, -4.5189], [0.0613, -1.0346, -4.7578], [0.4482, 1.3359, 1.4422], [2.8010, 0.5260, 1.7079], [3.8032, -0.8390, -0.0961], [-4.3666, -3.1383, 0.8346], [-4.9468, -1.5093, 0.4719], [-6.1148, -1.5286, -0.8694], [-3.8240, -0.5336, 0.1180], [-4.0988, 0.6886, 0.2061], [-2.6922, -0.9520, -0.2492], [-5.4719, -1.1469, 1.3433]], "lowdin_spin": [0.52, 0.00, 0.00, 0.00, 0.00, 0.01, 0.00, 0.02, 0.16, 0.01, 0.00, 0.00, 0.00, 0.02, 0.07, -0.01, 0.06, 0.01, 0.06, -0.01, 0.34, 0.14, 0.14, -0.01, 0.06, 0.02, 0.07, 0.02, 0.08, 0.02, 0.00, 0.01, 0.02, 0.00, 0.00, 0.00, 0.00, 0.00, 0.00, 0.00, 0.00, 0.00, 0.00, 0.00, 0.00, 0.01, 0.09, 0.05, 0.00], "orbital_gap_ha": [0.232, 0.204], "mol_weight_da": 851.2, "multiplicity": 3, "homo_ev": [-8.1553, -8.0932], "s2": 2.053, "e_above_lowest_kj_mol": 9.3}



# 3
{"formula": "C23H12ClF5N3PdSe", "method": "ωB97M-V/def2-TZVPD", "symbols": ["Pd", "C", "C", "N", "C", "C", "C", "C", "C", "C", "C", "C", "C", "N", "C", "H", "H", "H", "H", "H", "H", "H", "H", "F", "C", "C", "F", "C", "F", "C", "Se", "C", "F", "C", "F", "Cl", "C", "C", "C", "C", "N", "C", "H", "H", "H", "H"], "coordinates": [[-0.1557, -0.6983, -0.0894], [-2.4053, 1.2705, -3.2029], [-1.3293, 0.7485, -2.4797], [-1.5074, 0.2114, -1.2792], [-2.7557, 0.1857, -0.7325], [-3.8794, 0.6711, -1.3882], [-3.6760, 1.2150, -2.6739], [-5.1428, 0.6257, -0.6984], [-5.2220, 0.1774, 0.5771], [-4.0505, -0.2772, 1.2816], [-4.0308, -0.6904, 2.6308], [-2.8459, -1.0793, 3.2109], [-1.6678, -1.0815, 2.4562], [-1.6755, -0.6997, 1.1860], [-2.8400, -0.2899, 0.6006], [-2.2200, 1.7113, -4.1725], [-0.3172, 0.7904, -2.8676], [-4.5177, 1.6078, -3.2318], [-6.0285, 0.9721, -1.2149], [-6.1712, 0.1699, 1.0974], [-4.9488, -0.6902, 3.2062], [-2.8005, -1.3784, 4.2486], [-0.7238, -1.3923, 2.8805], [0.5502, -7.9935, -2.6145], [0.3855, -6.7356, -2.4827], [-0.8042, -6.1506, -2.9734], [-1.6964, -6.9130, -3.5419], [-0.9710, -4.8068, -2.8330], [-2.0519, -4.2406, -3.2769], [0.0424, -3.9771, -2.1802], [-0.1699, -2.2217, -2.1890], [1.2344, -4.6486, -1.6855], [2.1668, -3.9313, -1.1134], [1.4126, -5.9829, -1.8453], [2.4851, -6.6060, -1.4409], [2.8461, 1.3266, 4.0796], [2.5099, -0.0438, 3.1256], [3.1132, -1.2700, 3.3751], [2.8110, -2.3439, 2.5506], [1.9235, -2.1703, 1.5100], [1.3348, -0.9805, 1.2794], [1.6103, 0.0633, 2.0793], [3.8111, -1.3730, 4.1963], [3.2656, -3.3104, 2.7165], [1.6992, -2.9673, 0.8234], [1.1222, 1.0074, 1.8700]], "nbo_charge": [0.94, -0.23, 0.09, -0.46, 0.13, -0.05, -0.04, -0.15, -0.15, -0.07, -0.04, -0.23, 0.09, -0.43, 0.21, 0.28, 0.24, 0.27, 0.26, 0.26, 0.27, 0.28, 0.24, -0.17, 0.53, 0.29, -0.22, 0.43, -0.23, -0.41, 0.54, 0.41, -0.25, 0.27, -0.22, 0.15, -0.06, -0.11, -0.21, 0.03, -0.49, 0.00, 0.28, 0.27, 0.21, 0.24], "orbital_gap_ha": [0.170, 0.170], "mol_weight_da": 646.2, "homo_ev": [-17.7900, -17.7900], "total_charge": 3}



# 4
{"formula": "C23H13Br2F3N3O3Rh", "method": "ωB97M-V/def2-TZVPD", "symbols": ["Rh", "Br", "C", "C", "C", "C", "O", "C", "C", "N", "C", "C", "C", "C", "C", "C", "C", "C", "N", "C", "C", "H", "H", "H", "H", "H", "H", "H", "H", "H", "H", "Br", "C", "C", "C", "C", "C", "N", "C", "O", "O", "H", "H", "H", "F", "C", "F", "F"], "coordinates": [[-0.5409, 0.5634, -0.8376], [-3.9813, -5.8498, 0.6032], [-3.2223, -4.2525, -0.0924], [-2.9134, -4.1903, -1.4519], [-2.3451, -3.0436, -1.9560], [-2.0402, -1.9492, -1.1227], [-1.5023, -0.8933, -1.6252], [-2.3634, -2.0241, 0.2808], [-2.0454, -0.9972, 1.1901], [-1.3767, 0.1207, 0.9166], [-0.9546, 0.9660, 1.9147], [-1.1381, 0.8066, 3.2994], [-0.6094, 1.7272, 4.1887], [0.0674, 2.8528, 3.7595], [0.2215, 3.0911, 2.3835], [0.8126, 4.2516, 1.8445], [0.8724, 4.4059, 0.4750], [0.4209, 3.3900, -0.3567], [-0.0955, 2.2550, 0.1289], [-0.2577, 2.1219, 1.4664], [-2.9723, -3.1987, 0.7553], [-3.1129, -5.0363, -2.0903], [-2.0988, -2.9633, -3.0040], [-2.3210, -1.1921, 2.2199], [-1.6863, -0.0321, 3.6923], [-0.7378, 1.5600, 5.2480], [0.4744, 3.5606, 4.4672], [1.1865, 5.0077, 2.5156], [1.2814, 5.2984, 0.0276], [0.4890, 3.4781, -1.4323], [-3.2357, -3.2656, 1.8001], [0.9078, -2.6690, 0.9915], [2.1288, -1.5778, 0.0458], [3.4763, -1.8976, 0.1006], [4.3609, -1.0886, -0.5943], [3.8614, -0.0285, -1.3316], [2.4903, 0.1898, -1.3459], [1.6406, -0.5621, -0.6432], [1.9059, 1.3073, -2.2143], [2.6712, 2.0987, -2.7298], [0.6312, 1.3172, -2.3356], [3.8075, -2.7549, 0.6653], [5.4175, -1.2989, -0.5629], [4.4929, 0.6354, -1.8997], [-1.7706, -0.1930, -4.3246], [-0.5003, 0.1018, -4.0659], [-0.0075, 0.8678, -5.0237], [0.2110, -1.0166, -3.9401]], "nbo_charge": [0.90, 0.04, -0.15, -0.18, -0.26, 0.41, -0.68, -0.18, 0.18, -0.47, 0.13, -0.21, -0.20, -0.18, -0.10, -0.12, -0.25, 0.08, -0.42, 0.21, -0.18, 0.23, 0.23, 0.18, 0.21, 0.22, 0.22, 0.22, 0.23, 0.25, 0.22, 0.07, 0.15, -0.27, -0.15, -0.21, 0.11, -0.46, 0.74, -0.63, -0.73, 0.24, 0.23, 0.25, -0.31, 1.01, -0.31, -0.32], "orbital_gap_ha": [0.167, 0.167], "mol_weight_da": 699.1, "homo_ev": [-6.4427, -6.4434]}